Molecular formula: C38H43ClN6O6PbS2Si4
Method: DFT, the ωB97M-V functional and the def2-TZVPD basis

ORCA input file:
```
! wB97M-V def2-TZVPD RIJCOSX def2/J DEFGRID3
* xyz -2 1
Pb 0.4191 1.0072 -0.7158
O 4.3897 -0.1453 -6.0916
C 4.8023 -0.9417 -5.1321
O 5.9625 -1.2901 -5.0454
C 3.8007 -1.4364 -4.1208
C 3.9117 -2.8557 -3.5639
Cl 5.0230 -4.0010 -4.3879
N 2.9586 -3.3687 -1.3430
N 2.2836 -1.2261 -2.3249
C 2.8012 -0.7375 -3.5264
C 2.0863 0.5561 -3.9868
O 2.2392 0.9119 -5.1823
O 1.4134 1.1373 -3.1191
C 3.0688 -4.1122 -0.1529
C 2.4162 -3.7275 1.0117
C 2.4897 -4.5272 2.1431
C 3.2084 -5.7135 2.1286
C 3.8510 -6.1029 0.9582
C 3.7848 -5.3095 -0.1745
H 3.4267 0.1760 -5.8900
H 1.8322 -2.8163 1.0280
H 1.9707 -4.2141 3.0415
H 3.2644 -6.3313 3.0165
H 4.4082 -7.0320 0.9269
H 4.2852 -5.6029 -1.0904
O 2.5171 1.7006 3.3147
C 2.1663 1.3251 2.1932
O 1.1788 1.7357 1.5155
C 3.0653 0.2456 1.5501
C 4.2226 -0.1197 2.2355
C 5.0899 -1.0075 1.6491
C 4.7772 -1.5698 0.4132
C 5.7269 -2.4243 -0.2874
C 5.4610 -2.9603 -1.4763
C 4.1190 -2.8517 -2.0638
C 3.1182 -1.9212 -1.4187
C 3.5571 -1.2121 -0.1717
N 2.7445 -0.2884 0.3698
H 4.4058 0.3438 3.1934
H 6.0235 -1.2781 2.1316
H 6.7058 -2.5489 0.1633
H 6.2166 -3.4880 -2.0419
H 2.9360 -3.3092 -3.7169
H 1.2706 -1.3129 -2.2355
S -1.1315 -1.0987 -1.9837
C -1.1467 -2.3997 -0.8091
C -1.1636 -3.7312 -1.2571
C -1.1462 -4.8017 -0.3802
C -1.1062 -4.5835 0.9907
C -1.0969 -3.2822 1.4603
C -1.1351 -2.1978 0.5840
S -1.0766 -0.5632 1.2927
H -1.1712 -3.9025 -2.3267
H -1.1393 -5.8124 -0.7715
H -1.0628 -5.4141 1.6844
H -1.0503 -3.0896 2.5238
N -1.5011 2.5731 -0.5717
C -1.9652 3.6305 -0.7651
N -2.4145 4.8058 -0.9827
C -3.6446 5.2359 -0.8641
N -4.7056 5.7045 -0.7728
C -5.9939 -1.1275 2.8972
Si -4.2783 -1.6372 2.2814
C -4.5804 -3.1838 1.2464
C -3.3368 -2.1836 3.8322
Si -3.1818 0.1595 1.1593
Si -3.0655 1.9036 2.7726
C -4.8194 2.5470 3.0201
C -1.9433 3.3627 2.4965
C -2.4838 1.1029 4.3690
Si -4.2622 0.4330 -0.9379
C -5.8663 1.2601 -0.3573
C -3.6664 1.4869 -2.3597
C -4.7717 -1.2260 -1.6528
H -6.5128 -2.0069 3.2945
H -6.6131 -0.7058 2.1015
H -5.9280 -0.3864 3.6985
H -4.7220 -4.0274 1.9298
H -3.7545 -3.4264 0.5761
H -5.4855 -3.0872 0.6447
H -3.3209 -3.2758 3.8838
H -3.8307 -1.8048 4.7305
H -2.3054 -1.8280 3.8476
H -5.1504 3.1055 2.1406
H -4.8513 3.2302 3.8753
H -5.5390 1.7436 3.1954
H -2.3023 4.0341 1.7167
H -0.9276 3.0459 2.2469
H -1.9060 3.9184 3.4399
H -3.1289 0.2875 4.6987
H -2.4543 1.8610 5.1581
H -1.4706 0.7109 4.2437
H -5.6719 2.2352 0.0972
H -6.4122 0.6531 0.3704
H -6.5221 1.4254 -1.2188
H -3.7827 2.5513 -2.1524
H -4.3011 1.2333 -3.2153
H -2.6300 1.2960 -2.6306
H -5.3667 -1.8148 -0.9560
H -3.9067 -1.8157 -1.9631
H -5.3867 -1.0252 -2.5367
*
```

Properties
HOMO in eV: -3.2851
Gap between HOMO and LUMO in eV: 7.109
LUMO level in eV: 3.824

Molecular formula: C38H43F24N3O5S
Method: DFT, the ωB97M-V functional and the def2-TZVPD basis

ORCA input file:
```
! wB97M-V def2-TZVPD RIJCOSX def2/J DEFGRID3
* xyz 0 1
C 0.1589 3.0465 4.6334
C -1.1705 2.3680 4.2975
C -1.0760 0.8607 4.6486
C -1.4810 2.4780 2.7995
C -1.6427 3.9138 2.3040
C -2.7856 4.5800 3.0619
C -1.9585 3.9641 0.7807
O -1.9997 2.6755 0.1681
C -1.3445 2.5702 -1.0245
C -2.0640 2.2172 -2.1511
C -1.4422 2.0396 -3.4164
C -2.3773 1.6118 -4.5217
C -2.3641 0.1088 -4.8128
F -2.1724 2.3321 -5.6901
C -0.0756 2.2542 -3.5503
C 0.6547 2.0911 -4.8714
C 0.9511 0.5978 -5.2297
C 2.4142 0.1571 -5.2121
F 2.8571 0.0823 -6.4996
F 3.2409 1.0094 -4.5934
C 2.6229 -1.2997 -4.6518
F 1.5974 -2.0526 -5.0874
F 3.7418 -1.8207 -5.1614
C 2.7158 -1.3493 -3.1050
F 1.8422 -0.4764 -2.5952
F 3.9526 -0.9449 -2.7733
C 2.4999 -2.7527 -2.4574
F 2.8038 -3.6672 -3.3976
F 3.3533 -2.9248 -1.4463
C 1.0529 -3.0555 -1.9896
F 0.2128 -2.6137 -2.9404
F 0.9283 -4.3847 -1.9115
C 0.5470 -2.4689 -0.6372
F -0.6376 -3.0840 -0.4458
F 0.3001 -1.1651 -0.7310
C 1.4108 -2.7513 0.6299
F 2.0060 -3.9380 0.5296
F 0.5684 -2.8089 1.6671
C 2.4670 -1.6313 0.9644
F 2.0382 -0.8782 1.9458
F 2.7171 -0.8678 -0.0858
F 3.5990 -2.2081 1.3335
C 0.6656 2.6543 -2.3861
N 2.0026 2.9094 -2.5126
C 2.6734 3.2692 -1.4618
C 4.1262 3.5748 -1.6281
C 4.3795 5.0979 -1.7273
C 5.5042 5.6278 -0.8370
N 6.7491 4.8486 -0.8692
C 2.0198 3.3669 -0.1885
S 2.9980 3.8219 1.2137
N 0.7603 3.1341 -0.0075
C 0.0525 2.7908 -1.1239
H 0.8786 2.8682 3.8372
H 0.0563 4.1099 4.8370
H 0.5653 2.6035 5.5403
H -1.9703 2.7997 4.8869
H -1.5434 0.2587 3.8727
H -1.5408 0.6338 5.6021
H -0.0312 0.5674 4.6670
H -0.6857 1.9575 2.2740
H -2.4336 1.9801 2.6340
H -0.7435 4.5043 2.4748
H -3.0183 5.5642 2.6598
H -3.6765 3.9612 3.0307
H -2.5278 4.7273 4.1073
H -2.9287 4.4402 0.6564
H -1.2042 4.5664 0.2833
H -3.1269 2.0549 -2.0632
H -3.3846 1.8503 -4.1910
H -1.7760 -0.1208 -5.6943
H -1.8890 -0.3972 -3.9748
H -3.3718 -0.2801 -4.8822
H 0.0122 2.4735 -5.6531
H 1.5501 2.6946 -4.8844
H 0.3508 -0.0308 -4.5879
H 0.6058 0.4091 -6.2396
H 4.6993 3.1492 -0.8061
H 4.4647 3.0697 -2.5249
H 3.4645 5.6236 -1.4618
H 4.6097 5.3618 -2.7565
H 5.7363 6.6337 -1.1883
H 5.1646 5.7479 0.1852
H 6.7904 4.2227 -0.0786
H 6.7913 4.3037 -1.7186
H 1.9787 4.1964 1.9928
C 0.0661 -7.9091 -2.3775
C 0.9443 -7.8000 -1.1504
O 0.7841 -8.9473 -0.2926
C 1.4749 -10.0251 -0.6294
O 2.2127 -10.1475 -1.5600
C 1.2242 -11.1395 0.4040
F -0.0755 -11.2438 0.6986
F 1.8899 -10.8658 1.5333
F 1.6467 -12.3085 -0.0617
H -0.9744 -8.0586 -2.0881
H 0.1386 -6.9988 -2.9714
H 0.3645 -8.7524 -2.9992
H 0.6519 -6.9446 -0.5451
H 1.9934 -7.6792 -1.4165
C -7.1538 -1.4853 7.1319
C -6.5111 -1.3424 5.7701
O -6.3131 0.0450 5.4294
C -5.2368 0.6192 5.9409
O -4.4163 0.1172 6.6485
C -5.1478 2.0751 5.4494
F -6.3286 2.6950 5.5291
F -4.7507 2.0934 4.1687
F -4.2684 2.7587 6.1736
H -8.0866 -0.9226 7.1736
H -7.3673 -2.5337 7.3358
H -6.4990 -1.1076 7.9163
H -7.1611 -1.7354 4.9919
H -5.5609 -1.8714 5.7149
*
```

Properties
HOMO in eV: -8.6402
Gap between HOMO and LUMO in eV: 8.246
Structure (SMILES): CC(C)C[C@H](C)COc1cc([C@H](C)F)c(CCC(F)(F)C(F)(F)C(F)(F)C(F)(F)C(F)(F)C(F)(F)C(F)(F)C(F)(F)F)c2nc(CCCN)c(S)nc12.CCOC(=O)C(F)(F)F.CCOC(=O)C(F)(F)F
LUMO level in eV: -0.395

Molecular formula: C38H43N6
Method: DFT, the ωB97M-V functional and the def2-TZVPD basis

ORCA input file:
```
! wB97M-V def2-TZVPD RIJCOSX def2/J DEFGRID3
* xyz 1 1
C -6.0002 -5.2784 -1.7590
C -6.7488 -4.3114 -1.0720
C -6.1699 -3.0871 -0.7453
C -4.8201 -2.8173 -1.0800
C -4.2158 -1.5376 -0.7511
C -4.7983 -0.3134 -0.4700
N -3.7741 0.5029 -0.1070
C -3.8387 1.8416 0.4805
C -3.1773 1.8127 1.8456
C -3.3151 3.0508 2.7308
C -2.0366 3.0278 3.5996
C -1.0764 2.0409 2.9092
N -1.7577 1.6267 1.7168
N -2.6102 -0.1987 -0.1397
N -2.8635 -1.4018 -0.5743
C -4.0526 -3.8369 -1.6953
C -4.6497 -5.0403 -2.0710
H -6.4633 -6.2237 -2.0423
H -7.7857 -4.5130 -0.7945
H -6.7343 -2.3204 -0.2115
H -5.8349 -0.0251 -0.4955
H -3.2861 2.5535 -0.1532
H -4.8932 2.1290 0.5429
H -3.6382 0.9702 2.4069
H -3.3539 3.9562 2.1113
H -4.2275 2.9923 3.3361
H -1.5832 4.0205 3.7087
H -2.2761 2.6346 4.5943
H -0.1268 2.5233 2.6530
H -0.8325 1.2102 3.5958
H -1.4860 0.7431 1.3002
H -2.9866 -3.6616 -1.8629
H -4.0645 -5.7960 -2.5988
C 7.2956 -2.6961 2.5507
N 6.9040 -1.3037 2.6129
C 7.7030 -0.4540 3.4694
C 5.8420 -0.8266 1.9100
C 5.4642 0.5440 1.9820
C 4.2965 0.9829 1.3825
C 3.4556 0.0984 0.6580
C 2.1585 0.5106 0.1234
C 1.4878 1.6354 0.6582
C 0.3706 2.2456 0.1061
C 0.0069 3.6351 0.2955
C -1.0145 4.2112 -0.5011
C -1.3255 5.5622 -0.3891
C -0.6472 6.3728 0.5303
C 0.3411 5.8147 1.3494
C 0.6757 4.4651 1.2305
C 1.6012 -0.2138 -1.0154
C 0.2407 -0.5782 -1.0902
C -0.2407 -1.3384 -2.1374
C 0.5861 -1.6690 -3.2392
N 0.0847 -2.3803 -4.2864
C 0.8727 -2.6474 -5.4723
C -1.2124 -3.0258 -4.2096
C 1.9328 -1.2194 -3.2215
C 2.4358 -0.5796 -2.1065
C 3.9002 -1.2413 0.5118
C 5.0583 -1.6989 1.1086
H 7.4105 -3.0291 1.5100
H 8.2577 -2.7803 3.0644
H 6.5622 -3.3548 3.0434
H 7.0685 0.2222 4.0553
H 8.2578 -1.1090 4.1486
H 8.4162 0.1514 2.8865
H 6.0852 1.2510 2.5348
H 4.0317 2.0371 1.4623
H 1.9455 2.0882 1.5389
H -0.1722 1.7408 -0.6911
H -1.5451 3.5736 -1.2133
H -2.1016 5.9866 -1.0270
H -0.8916 7.4324 0.6114
H 0.8665 6.4294 2.0825
H 1.4532 4.0361 1.8680
H -0.4618 -0.3036 -0.3068
H -1.2730 -1.6733 -2.1014
H 1.4511 -1.7572 -5.7473
H 1.5692 -3.4915 -5.3324
H 0.1797 -2.8956 -6.2823
H -1.2748 -3.7141 -3.3483
H -2.0207 -2.2845 -4.1134
H -1.3530 -3.5917 -5.1375
H 2.5844 -1.4208 -4.0695
H 3.4995 -0.3363 -2.0714
H 3.3006 -1.9474 -0.0591
H 5.3580 -2.7389 0.9756
*
```

Properties
HOMO in eV: -9.8369
Gap between HOMO and LUMO in eV: 5.731
LUMO level in eV: -4.106

Molecular formula: C38H44BClCrN4O3S
Method: DFT, the ωB97M-V functional and the def2-TZVPD basis

ORCA input file:
```
! wB97M-V def2-TZVPD RIJCOSX def2/J DEFGRID3
* xyz 0 5
Cr 0.8669 1.3549 1.9051
C 3.2128 1.8672 -0.1174
C 3.7218 0.6226 0.5902
C 2.5886 -0.4238 0.5042
C 2.7964 -1.4176 -0.4274
C 1.7782 -2.4613 -0.5328
C 0.7348 -2.4676 0.3483
C 0.6613 -1.5319 1.5187
N 1.5245 -0.4113 1.3052
N 2.2922 2.6990 0.7258
C 3.0271 3.5649 1.6929
C 2.7133 3.3368 3.1265
C 3.0660 4.2670 4.1031
C 2.6745 4.0070 5.4298
C 2.1450 2.7618 5.7731
C 1.8274 1.8614 4.7341
N 2.1071 2.1792 3.4251
C 1.4091 3.4545 -0.2101
C -0.0464 3.3558 0.1060
C -0.9907 4.1693 -0.6172
C -2.2064 4.5101 -0.0121
C -2.6357 3.8164 1.1076
C -1.7880 2.8789 1.6735
N -0.5039 2.7245 1.2568
H 2.6084 1.5254 -0.9249
H 3.9403 2.5581 -0.5465
H 3.9511 0.8037 1.6436
H 4.5630 0.1716 0.0771
H 3.6900 -1.3290 -1.0691
H 1.8424 -3.0801 -1.4061
H -0.0258 -3.1965 0.2457
H -0.3352 -1.1130 1.7883
H 2.8350 4.6541 1.5623
H 4.0932 3.4069 1.5017
H 3.6404 5.1995 3.8918
H 2.6792 4.7564 6.1666
H 2.0516 2.4893 6.8372
H 1.4479 0.8217 4.8993
H 1.6239 3.1894 -1.2525
H 1.6770 4.5529 -0.1605
H -0.7170 4.6485 -1.5279
H -2.7272 5.3031 -0.5041
H -3.6230 3.7182 1.4028
H -2.1451 2.2280 2.4506
C -0.0075 -3.4912 -5.5676
C 0.2230 -2.3046 -4.6653
C -0.4927 -1.0491 -5.1043
S 0.2726 0.4987 -4.6048
O -2.1618 1.0011 -2.0496
C 0.3309 1.7205 -6.0311
C -0.8148 2.7151 -6.0915
C -1.4606 3.0390 -4.7210
H 0.5134 -4.4030 -5.1919
H 0.2823 -3.4246 -6.6016
H -1.0591 -3.7241 -5.5711
H 1.2929 -2.1431 -4.6585
H -0.1353 -2.5985 -3.6677
H -1.4843 -1.0488 -4.6269
H -0.6782 -1.1004 -6.1944
H 0.4293 1.1652 -6.9564
H 1.3143 2.1942 -5.8776
H -1.5918 2.4056 -6.7950
H -0.4259 3.6082 -6.5617
H -1.8904 2.1192 -4.2703
H -2.2809 3.8246 -4.8100
H -0.6915 3.3609 -4.0396
Cl 2.6984 -3.8964 5.1852
C 1.3365 -4.4405 4.2618
C 0.9933 -5.7738 4.5370
C 0.1498 -6.4703 3.6241
C -0.5088 -5.7680 2.6280
C -0.3019 -4.4278 2.5320
C 0.7164 -3.7082 3.1609
C 1.0461 -2.2650 2.8964
H 1.4132 -6.1989 5.4512
H -0.0129 -7.5485 3.7855
H -1.0783 -6.2626 1.8365
H -1.0137 -3.8558 1.9841
H 2.1747 -2.1756 2.9276
H 0.6803 -1.6239 3.6874
O -2.6786 -1.3371 -1.1873
B -2.9073 0.2461 -1.3904
O -4.0572 0.4172 -0.4781
C -4.5158 -0.7614 -0.0158
C -5.7819 -1.0198 0.7218
C -5.8078 -2.2454 1.3721
C -4.9358 -3.2939 1.0003
C -3.9590 -3.1379 0.0265
C -3.6710 -1.7796 -0.4107
H -6.5061 -0.2257 0.8886
H -6.5519 -2.5156 2.1252
H -4.9466 -4.3080 1.4130
H -3.5040 -4.0149 -0.3890
*
```

Properties
HOMO (spin up / spin down) in eV: -6.2179 / -6.2193
Gap between HOMO and LUMO (spin up / spin down) in eV: 5.230 / 5.153
<S²>: 6.025
LUMO level (spin up / spin down) in eV: -0.988 / -1.067